12
Properties=species:S:1:pos:R:3:forces:R:3:nbo_charge:R:1 method="wB97M-V/def2-TZVPD" homo_ev="-13.140 / -13.139" orbital_gap_ev="6.3 / 6.3" multiplicity=1 relative_energy_kj_mol=281.0 charge=+1 e_tot_ev=-32055.2317
H 0.755569 0.813999 2.436773 0.2 -0.4 0.0 0.234
C 1.067962 -1.660207 0.539426 -6.2 1.4 -1.3 0.973
Sc -1.284996 0.794506 -1.211626 0.0 -0.5 -0.7 2.187
H -2.928198 1.743929 -3.031819 -0.4 0.3 -0.5 0.518
O 0.342326 -2.464395 -0.039977 2.6 -0.8 0.6 -0.558
O 1.373260 -0.531418 -0.138638 1.2 1.8 -2.2 -0.534
H 1.086838 1.499945 0.207369 0.2 -0.5 0.4 0.220
O 0.888770 -1.327980 1.796788 -0.8 2.1 2.2 -0.499
C 0.529594 0.559291 0.323151 -0.2 0.6 -2.3 -0.503
O -2.214461 1.941632 -2.427683 1.6 -1.2 1.9 -1.147
C 0.214799 0.198206 1.714079 1.7 -2.3 2.3 -0.098
H -0.807123 0.118351 2.104316 0.1 -0.5 -0.5 0.207

=====

230
Properties=species:S:1:pos:R:3:forces:R:3:lowdin_charge:R:1 method="wB97M-V/def2-TZVPD" homo_ev=-11.568 orbital_gap_ev=8.4 multiplicity=1 charge=+2 e_tot_ev=-132260.1613
H 14.789773 20.983933 28.393138 0.0 0.4 -0.1 0.112
H 8.564571 14.069590 24.350382 0.0 0.4 -0.6 0.091
H 14.216403 13.430757 19.647134 -0.4 0.3 0.1 0.109
H 11.885199 16.280505 25.753217 1.2 0.9 -0.7 0.032
H 17.961952 23.562637 19.721173 -0.8 -0.2 -0.3 0.124
H 14.203763 15.748328 26.639911 0.2 0.4 0.2 0.116
H 19.469885 18.469670 20.343311 -0.4 0.7 -0.5 0.065
H 17.186183 23.728976 26.132555 -0.3 -0.3 0.1 0.131
C 10.022168 13.378464 20.017412 1.6 1.4 -0.5 -0.034
H 17.086723 20.066910 28.325673 0.2 0.0 0.5 0.065
O 11.849085 18.594819 26.595297 -1.2 -1.7 -0.4 -0.017
H 9.544710 12.561932 19.513706 -0.6 -0.3 0.2 0.064
C 16.057051 21.188191 26.115367 0.7 0.2 0.5 -0.168
C 14.758025 18.748353 14.556175 0.6 -0.9 -0.7 0.031
H 17.723185 21.573786 29.048412 0.1 -0.4 0.0 0.067
C 8.453588 17.726471 23.662111 1.3 -1.6 0.3 0.049
H 11.631639 18.350301 19.732391 -0.2 -0.3 0.0 0.104
C 13.774976 12.627024 19.061416 -0.6 0.1 0.0 -0.080
H 14.800346 13.148369 17.295580 -0.2 0.0 0.0 0.125
O 18.197882 16.897317 24.077114 0.6 1.4 0.1 -0.097
C 16.457550 17.046997 15.054181 -0.3 -0.2 0.5 -0.155
H 7.550944 15.428838 23.937456 -0.2 -0.3 -0.3 0.054
H 15.354555 19.915961 17.923182 -0.3 0.1 0.0 0.064
N 12.948378 16.656310 16.930270 -0.3 -0.7 -1.1 -0.528
H 15.906961 15.862823 20.906525 0.1 -0.1 0.5 0.104
H 17.924335 21.830832 21.553390 0.1 -0.1 -0.2 0.091
H 13.252405 14.035367 17.426081 0.3 -0.8 0.3 0.105
H 10.945105 15.592463 26.915176 -0.5 -0.2 -0.2 0.104
C 17.646542 25.179135 15.550829 -0.3 0.2 0.4 -0.075
H 17.603773 26.191607 15.939072 0.5 0.1 0.0 0.091
H 20.063882 18.948012 11.091909 0.2 0.3 0.2 0.096
N 9.706763 16.819703 23.920276 0.2 0.4 -0.5 -0.211
H 13.232742 11.226921 21.309683 0.5 0.2 0.0 0.093
C 17.552778 15.380935 27.117226 -0.8 -0.2 1.6 -0.034
H 16.621157 24.210969 18.733830 -0.1 -0.4 0.7 0.111
H 11.039208 14.792804 25.318743 0.1 -0.1 0.1 0.065
O 12.980411 15.226603 21.917574 -0.1 -1.0 2.0 -0.103
H 11.813163 16.908650 23.317416 -0.2 -0.2 0.3 0.107
H 20.247314 19.232227 21.762507 0.1 0.2 0.3 0.086
H 16.833966 16.394865 17.008782 0.0 0.4 0.1 0.066
C 9.771428 16.537229 25.402344 0.8 0.6 -0.2 -0.171
H 9.938587 19.160651 22.504650 0.3 0.3 0.1 0.105
C 8.289395 14.748155 23.510566 0.4 0.0 0.8 -0.047
C 16.016088 17.789710 22.003888 1.3 0.9 0.2 -0.288
O 13.586098 20.386808 21.772361 0.4 0.0 -0.6 -0.063
H 18.259637 24.679409 28.166591 0.0 -0.3 0.1 0.141
C 17.271098 24.207279 28.227248 -1.0 -0.2 -1.6 -0.185
H 15.210511 17.404224 23.958949 0.1 1.0 -0.5 0.074
H 17.579250 22.639463 15.498302 0.0 0.0 0.3 0.133
H 16.707520 25.090266 15.000914 -0.3 -0.6 0.3 0.086
H 15.399819 22.438377 29.248855 -0.3 0.3 -0.4 0.121
C 18.675786 19.017059 14.109952 1.4 0.3 0.0 -0.233
H 16.773498 20.524749 30.031079 -0.5 -0.3 0.6 0.076
O 16.413153 14.239047 20.752253 0.0 0.1 -2.2 -0.114
H 8.725112 18.643545 24.120704 0.0 1.0 0.2 0.095
H 7.569726 17.339068 24.191593 0.5 0.0 -0.5 0.105
O 13.781545 21.860638 23.312931 0.0 0.2 -0.9 -0.022
H 16.753505 13.324420 26.026532 -0.4 -0.3 0.5 0.127
H 16.094578 25.722927 30.150760 0.0 -0.1 -1.1 0.109
O 13.387521 17.769005 17.312305 -0.3 -0.5 0.2 -0.062
C 16.878215 20.878671 29.029774 -0.2 1.3 -1.9 -0.040
C 17.273453 19.399276 14.401833 -2.2 0.0 0.7 -0.075
H 15.648935 16.672139 26.196815 -0.3 0.0 0.1 0.117
N 16.024067 14.902624 27.210900 1.6 0.1 1.1 -0.216
N 19.948520 17.160696 21.758861 0.3 -0.5 1.9 0.063
C 14.970002 20.825771 17.441492 -0.9 -0.3 1.5 -0.057
H 14.428165 17.914002 28.026165 0.4 -0.4 -0.3 0.080
O 12.080687 16.012220 17.591680 1.3 1.0 -0.5 -0.049
H 11.428998 13.722520 18.342160 -0.1 0.0 0.0 0.105
H 16.943085 20.652761 26.498301 -0.5 0.0 -0.4 0.112
H 11.601651 11.464151 18.010647 -0.1 -0.7 0.2 0.120
H 11.955882 16.780490 20.469893 -0.1 0.0 0.7 0.045
O 14.103256 15.388721 23.789419 -1.3 -0.8 -0.6 -0.029
H 14.736612 23.552675 25.776688 -0.3 -0.2 0.4 0.115
O 16.579809 12.921645 18.990993 0.2 1.9 0.3 -0.003
C 13.010815 12.315825 15.439327 -0.4 1.5 -0.1 -0.096
N 12.393854 12.329568 19.657949 0.0 0.4 0.7 -0.228
H 13.812096 22.218303 26.559864 -0.6 -0.4 0.0 0.075
H 11.591028 11.772636 21.492035 0.1 0.1 0.3 0.103
H 16.940765 20.092800 19.208723 0.2 0.1 0.6 0.120
H 21.201969 18.341498 20.477614 -0.3 0.0 0.6 0.118
H 19.039147 21.222677 20.293903 0.3 0.3 -0.3 0.077
C 15.708100 14.266512 28.550046 -0.2 -0.1 -0.7 0.018
H 16.059077 13.227009 28.585324 0.2 0.5 -0.1 0.103
C 17.582121 22.026209 17.529945 -0.7 -0.6 1.3 -0.069
H 18.440202 25.053091 14.800373 0.1 -0.1 0.6 0.095
H 17.960394 11.786508 28.538641 0.4 0.4 0.0 0.092
N 16.184931 18.267968 14.178583 0.2 1.0 0.4 -0.204
H 12.705181 11.404816 14.960112 -0.2 -0.3 -0.4 0.089
C 20.113553 18.656619 12.142494 -0.3 1.4 0.2 -0.048
H 11.259892 18.252189 24.381558 0.0 -0.2 -0.2 0.120
O 13.108165 12.036404 16.789618 0.5 -0.3 2.1 -0.230
O 18.612851 13.206468 27.140702 0.3 0.1 0.4 -0.203
H 14.361925 23.679624 27.504271 -0.7 0.4 0.2 0.094
N 14.040019 21.493439 22.153232 -1.3 -0.5 1.3 -0.554
H 17.974001 17.680712 16.570116 -0.7 -0.1 -0.1 0.091
N 18.478509 17.971874 24.741906 0.6 0.8 -0.8 -0.526
H 17.401522 21.046849 17.066621 0.4 0.1 0.7 0.094
H 8.379455 17.777412 22.573710 -0.5 0.2 0.4 0.107
H 18.910787 18.011198 14.425763 -0.1 -0.8 -0.3 0.119
H 10.701434 11.075731 19.493210 0.9 -0.2 0.0 0.118
H 14.484259 16.242348 21.784985 0.8 0.2 -0.2 0.107
C 16.243453 21.688810 24.703712 -0.6 1.0 -0.6 -0.062
H 20.035400 17.593248 12.114541 -0.1 -1.0 0.5 0.075
C 11.716936 11.141118 19.050783 -0.3 -0.6 -0.5 -0.171
H 12.265356 13.135679 15.304308 0.4 -0.5 -0.4 0.108
H 9.513236 15.966871 22.051883 -0.1 -0.3 -0.3 0.102
H 19.014502 13.879415 20.993760 -0.6 -0.2 -1.1 0.079
H 13.696796 13.892187 26.092791 0.2 -0.5 -0.3 0.071
H 14.981429 22.987794 17.954014 -0.5 -0.3 0.1 0.121
H 15.477209 16.532007 15.138613 0.5 0.2 -0.3 0.113
N 13.181148 14.802222 23.143673 1.2 1.0 -0.5 -0.491
C 15.838462 13.916764 26.094562 0.8 1.3 -2.2 -0.198
C 16.922014 20.986858 19.857537 -1.0 -0.7 -1.7 -0.182
N 16.557353 14.088723 19.440091 0.2 -0.7 1.3 -0.510
H 17.164935 19.797058 15.435636 -0.1 -0.8 -0.6 0.101
C 15.963760 18.809033 11.588853 0.0 1.3 -0.2 -0.059
C 16.909112 17.359191 16.487226 0.8 -0.6 -0.8 -0.046
N 16.674512 22.097735 18.825549 0.2 0.5 -1.0 -0.211
C 12.582518 12.069279 21.149235 -1.3 0.7 -1.0 0.026
H 17.182635 16.390628 14.557175 -0.2 0.3 0.0 0.132
C 11.436492 13.575382 19.415965 1.0 -0.4 1.0 -0.109
C 10.984783 15.750343 25.829958 -1.0 -1.0 0.6 -0.062
H 19.335498 19.592541 14.792464 -0.2 0.2 -0.4 0.142
H 14.465528 11.817744 19.295886 -0.4 -0.4 -0.4 0.129
O 12.995538 20.306602 26.943971 0.4 2.1 1.1 -0.032
H 7.799460 14.101581 22.771506 0.4 0.5 -0.2 0.084
H 12.974174 9.677186 20.131689 -0.2 -0.3 0.3 0.059
H 10.156803 13.283385 21.092535 -0.5 -0.3 0.0 0.065
H 15.866998 14.522104 25.169511 0.3 0.2 0.5 0.118
H 14.617978 21.887901 19.325254 -0.4 0.0 0.4 0.093
O 17.007055 18.273691 21.483996 -1.5 -1.4 0.2 0.071
O 17.765334 24.326255 16.718740 -0.6 -0.9 -1.2 -0.196
H 12.856633 13.013562 21.614038 0.2 -0.4 0.0 0.062
C 10.755699 18.486036 22.255608 -1.3 0.0 0.0 -0.133
H 8.858641 16.021680 25.600411 -0.6 -0.3 0.5 0.106
H 13.881485 20.657228 17.350131 0.5 0.0 -0.4 0.112
C 16.281904 17.820293 12.719259 0.9 0.3 -0.4 -0.147
H 17.773710 15.482997 26.058684 -0.1 -0.1 0.0 0.102
H 16.519159 19.763126 11.534472 0.3 -0.6 0.7 0.079
C 11.153497 17.444410 20.149638 1.0 0.5 -0.7 -0.123
H 9.825115 17.506307 25.914462 -0.4 -0.1 -0.2 0.125
H 17.609362 16.400995 27.563180 -0.2 -0.9 -0.3 0.115
H 16.126940 14.868707 29.355051 0.0 -0.1 -0.1 0.106
O 18.959962 19.297334 12.750607 0.3 -0.6 0.0 -0.201
H 15.319124 22.269234 24.405902 1.5 -0.6 0.1 0.063
H 14.519026 18.732893 15.616378 0.5 -0.3 0.1 0.058
C 14.653183 17.249170 20.009944 -0.8 0.4 -0.6 -0.025
H 19.673921 12.285355 28.728589 0.2 0.4 0.2 0.090
H 15.498087 20.894375 16.507163 -0.3 0.4 -0.5 0.039
H 10.353661 14.833886 23.170677 0.7 0.7 0.0 0.090
H 15.384474 26.779824 28.895702 -0.7 0.3 -0.1 0.080
C 17.117647 23.170600 27.068849 -0.5 1.1 1.0 -0.059
H 15.142733 20.634073 26.256702 0.0 -0.7 -0.5 0.086
O 18.214336 18.005771 25.942745 0.1 0.4 -0.6 -0.006
H 16.980462 20.230812 13.763823 -0.1 -0.1 -0.2 0.130
C 15.631391 21.676568 28.507672 0.7 -0.8 -0.1 -0.104
H 19.117672 17.323021 22.409422 0.7 0.1 0.4 0.116
H 14.019247 18.114368 14.063556 0.4 -0.3 0.1 0.111
H 13.980041 12.652540 15.089016 0.2 0.1 -0.5 0.088
O 19.034991 18.983627 24.146635 -1.2 -2.4 0.8 -0.057
C 13.746985 13.040427 17.597670 -0.2 0.3 -0.8 -0.163
H 16.290586 20.865341 23.995910 0.0 -0.1 0.2 0.055
H 16.111815 18.951193 23.880367 0.6 0.4 -0.1 0.047
C 19.423389 16.018106 20.900483 0.4 -0.3 -1.5 -0.364
H 19.530099 14.922242 27.847261 0.0 0.2 -0.3 0.137
H 9.468071 14.310151 19.807297 0.2 -0.4 0.1 0.097
C 19.251816 14.698770 21.624410 0.5 1.1 0.0 0.036
H 14.482046 18.789511 23.092767 0.4 0.0 0.3 0.086
H 12.004095 14.410151 19.883512 -0.6 -0.5 -0.3 0.106
H 18.157838 20.072067 21.290342 -0.3 1.3 -0.5 0.062
H 16.318931 23.406599 20.367803 -0.7 0.4 0.7 0.077
H 17.103632 26.777940 29.127312 -0.2 -0.4 -0.1 0.097
C 15.147144 22.005093 18.401450 2.3 -0.1 -1.0 -0.093
H 17.096188 23.712275 29.157121 0.4 -0.3 1.0 0.094
H 11.596976 19.146892 21.996517 0.1 -0.6 0.1 0.112
H 14.487944 12.371002 26.647955 -0.3 0.0 -0.1 0.086
H 14.223915 18.245981 20.212849 0.0 -0.4 0.3 0.092
H 15.388137 17.416404 19.204601 -0.4 -0.7 0.4 0.079
C 12.526933 9.823091 19.160631 -0.1 0.7 -1.0 -0.034
O 10.192124 17.789046 21.098169 0.7 0.4 1.9 -0.201
C 16.882065 23.427488 19.470025 1.4 0.3 -1.0 0.009
C 18.082654 21.076516 20.775108 0.6 -0.8 1.1 -0.068
H 15.994821 20.993062 20.437808 0.2 -0.2 -0.1 0.093
H 14.609799 19.709233 14.161434 0.1 1.5 -0.5 0.080
H 16.247284 18.080202 16.935968 -0.3 0.2 0.4 0.045
H 13.356956 9.874705 18.446756 -0.1 0.0 0.1 0.079
C 15.158596 16.139271 27.021100 0.0 -0.4 -1.5 -0.173
H 16.180306 18.399907 10.589000 -0.2 -0.5 0.6 0.097
C 18.880343 12.123031 28.011875 -0.8 -1.1 -0.3 -0.097
H 20.758485 16.861664 22.369380 -1.3 0.2 -0.6 0.206
H 20.209828 14.395412 22.040363 0.0 0.4 0.7 0.100
H 18.626397 22.176852 17.812843 -0.2 -0.3 0.2 0.146
C 17.214256 23.004771 16.473136 -0.9 1.9 -0.7 -0.219
C 15.025091 17.010404 28.222843 0.8 0.8 0.7 -0.053
H 18.440970 14.826827 22.334838 0.2 -0.1 0.5 0.086
H 21.060724 18.997914 12.608903 -0.5 -0.3 -0.3 0.103
C 14.542939 13.202830 25.937486 -0.5 -0.5 1.6 -0.069
H 17.354262 17.534466 12.627757 -0.9 -0.2 -0.1 0.122
H 17.169650 22.275235 24.519043 -0.6 -0.3 0.4 0.089
H 14.499605 12.808583 24.930732 -0.1 0.0 -0.1 0.081
H 16.089370 23.076304 16.395347 1.1 0.0 -0.2 0.131
H 16.024093 17.314004 28.619964 -0.7 0.0 -0.4 0.095
O 19.229863 16.309829 19.761056 0.0 -0.6 0.7 0.152
O 13.892156 18.722709 25.894871 0.9 -1.5 -1.0 -0.036
N 12.909977 19.186230 26.467099 -0.1 0.9 0.3 -0.620
O 16.675505 15.113769 18.736903 -0.3 -1.1 0.6 -0.028
N 15.286313 16.661172 21.230033 -0.3 1.6 0.9 0.089
H 19.163884 11.261428 27.409894 0.1 0.1 -0.2 0.093
H 13.804076 16.571245 19.748009 1.0 0.6 -0.3 0.083
H 14.940681 19.175113 11.578293 -0.4 -0.5 0.1 0.074
C 9.549152 15.552163 23.047312 -1.2 -0.4 1.1 -0.128
H 10.669393 16.911308 19.369356 -0.5 -0.2 -0.8 0.066
O 14.711180 22.198481 21.374163 0.2 0.3 0.1 -0.068
H 17.929803 22.449118 27.136644 0.0 0.1 -0.2 0.126
C 18.544096 14.442684 27.838356 -0.2 0.0 -0.6 -0.191
C 20.265737 18.424812 21.054118 0.2 -0.9 -0.8 -0.014
O 12.533972 13.868014 23.634527 0.2 1.0 -0.8 -0.010
H 14.530250 16.503877 29.020617 -0.4 -0.4 0.6 0.066
O 16.260468 25.183391 28.061633 0.0 -0.3 0.0 -0.196
H 15.623695 16.960075 12.623939 0.1 -0.2 0.1 0.137
H 11.933350 8.944701 18.862920 0.0 0.5 0.3 0.093
H 14.619361 14.239929 28.628738 0.1 0.0 0.1 0.111
C 14.531238 22.991904 26.700347 1.9 1.2 -0.1 0.043
O 13.370106 16.181458 15.822224 -0.4 0.4 1.4 -0.065
C 15.452329 18.314189 23.341489 -1.5 -2.9 -1.3 0.027
N 15.826957 22.330784 27.093069 1.3 -0.7 1.0 -0.230
C 16.203288 26.128550 29.102293 1.0 0.4 1.1 -0.103
H 18.359212 14.231164 28.894651 -0.6 0.3 0.0 0.115
C 11.008362 17.611011 23.527894 -0.9 0.2 -1.5 -0.017

=====

13
Properties=species:S:1:pos:R:3:forces:R:3:nbo_charge:R:1 method="wB97M-V/def2-TZVPD" homo_ev=-8.784 orbital_gap_ev=10.0 multiplicity=1 relative_energy_kj_mol=359.8 e_tot_ev=-6784.7832
N 1.256400 -0.703178 -0.515873 -0.1 -0.1 -0.1 -0.612
H 0.382077 -1.714172 1.474581 0.6 -0.2 -0.9 0.216
H -1.912491 -0.629087 0.956258 0.7 0.5 0.5 0.231
C -0.898859 0.510536 -0.743259 0.0 0.0 -0.3 -0.413
C 0.386398 0.454685 1.004597 -0.3 0.2 0.3 -0.244
C 0.628828 0.623822 -0.512047 0.2 0.6 -0.2 -0.059
H -1.264375 -0.012573 -1.633116 0.1 0.0 0.0 0.190
H 1.303729 -1.147477 -1.440547 -0.7 -0.6 0.6 0.354
H 1.073757 0.864703 1.754228 -1.1 0.0 0.3 0.241
C -0.966750 -0.229097 0.562557 0.0 0.1 0.0 -0.226
H -1.371915 1.492850 -0.647969 0.1 -0.1 -0.2 0.208
H 1.152650 1.435196 -1.013077 0.2 -0.1 0.2 0.198
C 0.350087 -0.983149 0.656361 0.4 -0.3 -0.1 -0.084